A 2-piece molecular cluster, C4H13NOS overall at a distorted geometry. Source: the Open Molecules 2025 dataset; level of theory: ωB97M-V/def2-TZVPD.

```
20
Properties=species:S:1:pos:R:3:mulliken_charge:R:1
N 0.3550 -1.4495 0.3098 -0.30
O -1.2272 -3.4238 1.8069 -0.69
S 0.3365 2.6294 -0.3010 -0.20
C -0.8017 0.1925 -1.2109 -0.45
C -0.7609 -0.5155 0.1271 -0.64
H -1.7853 0.6867 -1.2659 0.30
C 0.2586 1.2606 -1.4741 -0.77
C 1.4908 -0.8901 1.0316 -0.91
H -0.8058 3.2453 -0.6371 0.12
H 1.7753 0.1100 0.6750 0.26
H -0.6637 -2.8005 1.3004 0.45
H 1.2515 -0.7345 2.0843 0.28
H 0.6172 -1.8752 -0.5689 0.21
H -0.7785 -0.5030 -2.0383 0.33
H 2.3416 -1.5459 0.9378 0.33
H -1.7084 -1.0660 0.2565 0.24
H 1.2546 0.8235 -1.4153 0.32
H -1.2990 -4.1748 1.2106 0.30
H -0.8181 0.1268 0.9948 0.42
H 0.1481 1.6309 -2.4911 0.39
```

## Properties
molar mass = 123.22 Da
strongest force on any atom = 0.028 Eh/bohr
SMILES string = CNCCCS.O
orbital gap = 9.93 eV